No. 1
7 unconnected molecules or ions with the total composition C48H43I2NO28S2 in a non-equilibrium geometry. Source: the Open Molecules 2025 dataset; level of theory: the ωB97M-V functional and the def2-TZVPD basis.

- frontier orbital gap (eV) = 6.64
- E (eV) = -147162.0648
- E_HOMO (eV) = -8.408
- strongest force on any atom (eV/Å) = 1.415
- SMILES = CCN(CC)C(=S)SCCC[C@](I)(CC(=O)I)OC(=O)O.O=C1C=C(O)C(=O)C=C1O.O=C1C=C(O)C(=O)C=C1O.O=C1C=C(O)C(=O)C=C1O.O=C1C=C(O)C(=O)C=C1O.O=C1C=C(O)C(=O)C=C1O.O=C1C=C(O)C(=O)C=C1O

Geometry (Å):
C (4.115, -2.668, 1.242)
C (3.555, -1.560, 0.373)
N (3.843, -0.245, 0.962)
C (2.937, 0.829, 0.465)
C (3.237, 1.302, -0.949)
C (5.167, 0.140, 0.925)
S (6.370, -0.530, 0.071)
S (5.494, 1.528, 2.020)
C (6.420, 0.613, 3.260)
C (5.593, -0.265, 4.188)
C (5.060, 0.343, 5.472)
C (3.880, 1.315, 5.427)
I (2.389, 0.771, 3.969)
C (4.353, 2.756, 5.091)
C (4.355, 3.670, 6.293)
O (5.179, 3.632, 7.155)
I (2.829, 5.184, 6.337)
O (3.382, 1.316, 6.787)
C (2.068, 1.131, 7.033)
O (1.249, 2.007, 7.109)
O (1.838, -0.166, 7.275)
H (5.194, -2.603, 1.331)
H (3.715, -2.533, 2.240)
H (3.862, -3.647, 0.853)
H (3.854, -1.638, -0.669)
H (2.471, -1.653, 0.405)
H (1.928, 0.444, 0.540)
H (3.041, 1.661, 1.153)
H (2.317, 1.655, -1.403)
H (3.987, 2.081, -0.969)
H (3.568, 0.473, -1.567)
H (7.091, -0.045, 2.717)
H (7.059, 1.304, 3.800)
H (6.283, -1.045, 4.505)
H (4.817, -0.774, 3.625)
H (5.872, 0.893, 5.946)
H (4.782, -0.436, 6.173)
H (3.713, 3.189, 4.338)
H (5.375, 2.750, 4.734)
H (0.892, -0.303, 7.139)
C (-2.876, -0.769, -0.915)
C (-1.684, -0.476, -0.382)
C (-1.544, 0.188, 0.962)
O (-0.404, 0.391, 1.347)
C (-2.738, 0.547, 1.685)
C (-3.935, 0.267, 1.153)
C (-4.078, -0.423, -0.178)
O (-5.208, -0.642, -0.574)
O (-5.078, 0.578, 1.742)
O (-0.525, -0.725, -0.976)
H (-2.986, -1.245, -1.879)
H (-2.627, 1.048, 2.636)
H (-5.787, 0.261, 1.151)
H (0.156, -0.392, -0.357)
C (-2.571, 3.886, -3.768)
C (-3.117, 3.264, -2.716)
C (-2.435, 3.198, -1.377)
O (-3.013, 2.622, -0.470)
C (-1.129, 3.807, -1.231)
C (-0.578, 4.427, -2.283)
C (-1.279, 4.511, -3.619)
O (-0.695, 5.125, -4.499)
O (0.607, 5.014, -2.252)
O (-4.300, 2.668, -2.761)
H (-3.061, 3.947, -4.731)
H (-0.640, 3.743, -0.268)
H (0.751, 5.382, -3.146)
H (-4.465, 2.307, -1.871)
C (0.600, -4.648, 2.242)
C (-0.069, -5.806, 2.130)
C (-0.053, -6.846, 3.224)
O (-0.711, -7.852, 3.037)
C (0.735, -6.595, 4.410)
C (1.406, -5.439, 4.518)
C (1.366, -4.383, 3.440)
O (1.998, -3.363, 3.651)
O (2.149, -5.118, 5.563)
O (-0.785, -6.136, 1.072)
H (0.591, -3.901, 1.465)
H (0.754, -7.353, 5.180)
H (2.510, -4.229, 5.379)
H (-1.142, -7.028, 1.248)
C (1.735, -11.445, 0.528)
C (1.844, -12.768, 0.710)
C (0.877, -13.544, 1.571)
O (1.056, -14.745, 1.655)
C (-0.184, -12.824, 2.243)
C (-0.292, -11.497, 2.069)
C (0.656, -10.729, 1.178)
O (0.450, -9.537, 1.062)
O (-1.215, -10.758, 2.655)
O (2.790, -13.509, 0.158)
H (2.418, -10.883, -0.092)
H (-0.857, -13.385, 2.875)
H (-1.053, -9.827, 2.396)
H (2.624, -14.425, 0.455)
C (-4.043, 9.651, -2.631)
C (-3.691, 8.389, -2.915)
C (-4.549, 7.212, -2.521)
O (-4.149, 6.103, -2.831)
C (-5.780, 7.458, -1.801)
C (-6.131, 8.721, -1.515)
C (-5.284, 9.901, -1.925)
O (-5.698, 11.006, -1.633)
O (-7.232, 9.045, -0.862)
O (-2.581, 8.072, -3.562)
H (-3.438, 10.501, -2.910)
H (-6.379, 6.607, -1.512)
H (-7.236, 10.019, -0.798)
H (-2.574, 7.101, -3.658)
C (-4.481, 3.478, -8.347)
C (-4.753, 3.327, -9.652)
C (-3.802, 3.791, -10.730)
O (-4.136, 3.591, -11.881)
C (-2.568, 4.439, -10.334)
C (-2.298, 4.592, -9.030)
C (-3.240, 4.108, -7.957)
O (-2.882, 4.287, -6.806)
O (-1.202, 5.169, -8.568)
O (-5.858, 2.767, -10.109)
H (-5.154, 3.148, -7.568)
H (-1.901, 4.780, -11.112)
H (-1.260, 5.142, -7.592)
H (-5.790, 2.786, -11.084)


No. 2
3 unconnected molecules or ions with the total composition C48H44ClNO11S in a non-equilibrium geometry. Source: the Open Molecules 2025 dataset; level of theory: the ωB97M-V functional and the def2-TZVPD basis.

- frontier orbital gap (eV) = 8.31
- E (eV) = -97859.8033
- E_HOMO (eV) = -9.688
- strongest force on any atom (eV/Å) = 1.180
- SMILES = C=C[C@H]1[C@@H](CCCCl)[C@@](O)(CCOC=O)OS(=O)(=O)[C@]1(CCCO)c1ccncc1.O=C1c2ccccc2C(=O)c2ccccc21.O=C1c2ccccc2C(=O)c2ccccc21

Geometry (Å):
C (-0.424, 3.440, 2.572)
C (-0.921, 2.420, 3.264)
C (-2.354, 2.377, 3.739)
C (-3.285, 1.465, 2.862)
C (-2.971, 1.571, 1.363)
C (-3.185, 2.954, 0.747)
C (-2.604, 3.010, -0.669)
Cl (-1.090, 3.935, -0.770)
C (-3.435, -0.026, 3.281)
O (-4.805, -0.388, 3.117)
C (-2.672, -1.076, 2.449)
C (-1.158, -1.147, 2.452)
O (-0.714, -1.944, 3.564)
C (0.620, -2.093, 3.624)
O (1.180, -2.478, 4.593)
O (-3.187, -0.248, 4.668)
S (-3.671, 0.915, 5.656)
O (-3.498, 0.428, 6.987)
O (-4.972, 1.362, 5.263)
C (-2.478, 2.203, 5.315)
C (-1.128, 1.905, 6.035)
C (-0.426, 0.552, 5.859)
C (-0.660, -0.468, 6.969)
O (-0.620, 0.194, 8.230)
C (-2.953, 3.524, 5.943)
C (-3.983, 3.665, 6.866)
C (-4.279, 4.932, 7.362)
N (-3.624, 6.042, 7.042)
C (-2.617, 5.896, 6.187)
C (-2.255, 4.687, 5.610)
H (-0.927, 4.402, 2.574)
H (0.487, 3.348, 1.995)
H (-0.241, 1.617, 3.523)
H (-2.726, 3.385, 3.541)
H (-4.283, 1.896, 2.967)
H (-1.985, 1.168, 1.119)
H (-3.692, 0.914, 0.858)
H (-4.265, 3.111, 0.655)
H (-2.810, 3.760, 1.372)
H (-3.321, 3.390, -1.393)
H (-2.354, 1.997, -0.987)
H (-5.062, -0.220, 2.204)
H (-3.022, -2.031, 2.851)
H (-3.043, -1.029, 1.427)
H (-0.666, -0.175, 2.448)
H (-0.838, -1.658, 1.537)
H (1.142, -1.859, 2.682)
H (-1.338, 2.017, 7.100)
H (-0.457, 2.725, 5.781)
H (-0.666, 0.120, 4.894)
H (0.649, 0.761, 5.833)
H (0.145, -1.204, 6.915)
H (-1.585, -1.026, 6.818)
H (-1.204, -0.277, 8.828)
H (-4.562, 2.821, 7.211)
H (-5.101, 5.041, 8.060)
H (-2.055, 6.790, 5.940)
H (-1.429, 4.664, 4.911)
C (4.314, -5.298, -0.338)
C (3.348, -4.925, 0.589)
C (2.748, -3.680, 0.505)
C (3.117, -2.794, -0.500)
C (4.102, -3.164, -1.418)
C (4.691, -4.420, -1.339)
C (4.548, -2.224, -2.482)
O (5.397, -2.548, -3.285)
C (3.922, -0.875, -2.534)
C (4.359, 0.027, -3.495)
C (3.783, 1.283, -3.574)
C (2.765, 1.639, -2.698)
C (2.327, 0.745, -1.736)
C (2.907, -0.516, -1.642)
C (2.445, -1.463, -0.586)
O (1.550, -1.163, 0.181)
H (4.777, -6.274, -0.274)
H (3.062, -5.607, 1.379)
H (1.994, -3.389, 1.220)
H (5.446, -4.694, -2.063)
H (5.147, -0.265, -4.175)
H (4.125, 1.985, -4.322)
H (2.311, 2.619, -2.765)
H (1.537, 1.022, -1.051)
C (1.237, -4.692, -5.566)
C (2.535, -4.264, -5.309)
C (3.086, -3.229, -6.046)
C (2.343, -2.621, -7.049)
C (1.047, -3.063, -7.321)
C (0.495, -4.095, -6.571)
C (0.240, -2.456, -8.418)
O (-0.888, -2.834, -8.650)
C (0.870, -1.371, -9.224)
C (0.160, -0.822, -10.285)
C (0.721, 0.195, -11.039)
C (1.990, 0.674, -10.732)
C (2.703, 0.128, -9.679)
C (2.150, -0.901, -8.926)
C (2.948, -1.492, -7.813)
O (4.052, -1.070, -7.541)
H (0.806, -5.496, -4.983)
H (3.119, -4.737, -4.530)
H (4.095, -2.893, -5.843)
H (-0.514, -4.421, -6.785)
H (-0.827, -1.201, -10.511)
H (0.169, 0.618, -11.868)
H (2.424, 1.472, -11.319)
H (3.693, 0.488, -9.432)


No. 3
A molecular structure, C48H45BBrI2N9O3PV in a non-equilibrium geometry. Source: the Open Molecules 2025 dataset; level of theory: the ωB97M-V functional and the def2-TZVPD basis.

- frontier orbital gap (alpha / beta) (eV) = 5.89 / 6.84
- E (eV) = -191966.4346
- E_HOMO (alpha / beta) (eV) = -3.806 / -4.757
- strongest force on any atom (eV/Å) = 2.530
- ΔE to the lowest compared entry with this formula, charge and spin (eV) = 0.0000
- ⟨S²⟩ = 3.76
- charge = -1
- spin multiplicity = 4

Geometry (Å):
V (-0.151, 0.480, -0.497)
C (0.667, 3.434, 1.366)
C (0.625, 3.442, -0.119)
C (0.955, 4.528, -0.945)
C (0.709, 4.107, -2.234)
C (0.904, 4.845, -3.517)
N (0.263, 2.840, -2.160)
N (0.223, 2.419, -0.875)
B (-0.166, 1.889, -3.284)
N (-1.527, 1.279, -2.933)
N (-1.657, 0.544, -1.810)
C (-2.919, 0.119, -1.762)
C (-3.494, -0.769, -0.708)
C (-3.614, 0.607, -2.880)
C (-2.695, 1.342, -3.599)
C (-2.886, 2.051, -4.898)
N (0.864, 0.743, -3.310)
N (1.137, 0.038, -2.181)
C (2.101, -0.827, -2.501)
C (2.754, -1.806, -1.586)
C (2.447, -0.671, -3.854)
C (1.637, 0.336, -4.332)
C (1.592, 0.934, -5.699)
H (0.744, 4.454, 1.741)
H (-0.237, 2.976, 1.763)
H (1.523, 2.863, 1.719)
H (1.310, 5.496, -0.632)
H (1.266, 5.849, -3.305)
H (1.637, 4.341, -4.151)
H (-0.031, 4.918, -4.074)
H (-0.214, 2.451, -4.335)
H (-2.721, -1.088, -0.015)
H (-4.274, -0.244, -0.157)
H (-3.945, -1.651, -1.168)
H (-4.653, 0.444, -3.116)
H (-3.924, 1.949, -5.209)
H (-2.650, 3.113, -4.815)
H (-2.247, 1.624, -5.674)
H (2.707, -1.473, -0.557)
H (2.264, -2.780, -1.649)
H (3.796, -1.933, -1.879)
H (3.194, -1.226, -4.399)
H (2.307, 0.424, -6.342)
H (0.598, 0.848, -6.139)
H (1.852, 1.994, -5.667)
N (2.302, -0.031, 2.595)
P (0.594, 0.210, 2.392)
C (0.352, 1.349, 3.844)
C (1.377, 2.101, 4.411)
C (1.114, 3.010, 5.427)
C (-0.181, 3.185, 5.891)
C (-1.213, 2.440, 5.335)
C (-0.946, 1.535, 4.322)
C (-0.075, -1.237, 3.327)
C (-1.232, -1.857, 2.862)
C (-1.761, -2.959, 3.516)
C (-1.143, -3.452, 4.656)
C (-0.015, -2.815, 5.153)
C (0.509, -1.711, 4.499)
C (3.185, 0.203, 1.566)
C (4.498, -0.300, 1.614)
C (5.357, -0.008, 0.578)
C (4.912, 0.789, -0.474)
C (3.608, 1.241, -0.432)
N (2.761, 0.957, 0.554)
H (2.609, -0.746, 3.236)
H (2.391, 1.975, 4.053)
H (1.924, 3.585, 5.861)
H (-0.389, 3.902, 6.677)
H (-2.227, 2.562, 5.696)
H (-1.754, 0.960, 3.885)
H (-1.700, -1.472, 1.964)
H (-2.651, -3.441, 3.130)
H (-1.543, -4.323, 5.160)
H (0.464, -3.180, 6.054)
H (1.381, -1.215, 4.910)
H (4.811, -0.924, 2.441)
H (6.366, -0.402, 0.583)
H (5.557, 1.036, -1.306)
H (3.211, 1.872, -1.223)
I (2.824, -3.726, 1.732)
C (0.963, -3.912, 0.755)
C (0.477, -5.215, 0.648)
C (-0.600, -5.490, -0.149)
I (-1.305, -7.487, -0.209)
C (-1.164, -4.489, -0.964)
C (-2.149, -4.701, -1.949)
C (-2.515, -3.671, -2.774)
C (-1.908, -2.419, -2.603)
N (-1.047, -2.168, -1.648)
C (-0.670, -3.158, -0.826)
C (0.337, -2.794, 0.169)
O (0.619, -1.567, 0.395)
H (0.966, -6.012, 1.191)
H (-2.580, -5.686, -2.069)
H (-3.247, -3.819, -3.556)
H (-2.144, -1.596, -3.271)
Br (-5.171, -0.909, 4.602)
C (-4.966, 0.601, 3.448)
C (-5.953, 1.571, 3.438)
C (-5.792, 2.669, 2.602)
C (-4.670, 2.777, 1.796)
C (-3.697, 1.784, 1.805)
C (-3.847, 0.685, 2.643)
C (-2.535, 1.870, 0.821)
O (-2.565, 2.796, 0.013)
O (-1.652, 0.946, 0.959)
H (-6.833, 1.466, 4.058)
H (-6.559, 3.433, 2.577)
H (-4.525, 3.618, 1.131)
H (-3.098, -0.096, 2.635)


No. 4
A molecular structure, C48H45BrFN12O8SiW. Source: the Open Molecules 2025 dataset; level of theory: the ωB97M-V functional and the def2-TZVPD basis.

- frontier orbital gap (eV) = 6.91
- E (eV) = -167225.9789
- E_HOMO (eV) = -10.271
- strongest force on any atom (eV/Å) = 0.739
- ΔE to the lowest compared entry with this formula, charge and spin (eV) = 0.5785
- charge = +1

Geometry (Å):
W (-0.228, -1.032, 1.105)
F (2.568, 3.649, -3.044)
C (1.650, 3.870, -2.083)
C (0.937, 2.833, -1.565)
C (-0.010, 3.093, -0.568)
C (-0.670, 1.973, 0.091)
O (-0.418, 0.808, -0.306)
C (-1.491, 2.306, 1.197)
C (-1.699, 3.613, 1.531)
N (-1.141, 4.646, 0.886)
C (-1.378, 5.993, 1.367)
C (-2.785, 6.395, 1.676)
C (-2.096, 6.956, 0.468)
C (-0.225, 4.407, -0.130)
C (0.538, 5.451, -0.672)
C (1.487, 5.185, -1.631)
N (2.315, 6.238, -2.137)
C (3.754, 6.007, -2.036)
C (4.442, 7.384, -2.011)
N (3.462, 8.394, -2.539)
C (2.826, 7.923, -3.812)
C (1.967, 6.685, -3.483)
C (-2.024, 1.275, 2.114)
O (-2.829, 1.484, 2.968)
O (-1.563, 0.042, 1.840)
H (1.108, 1.819, -1.899)
H (-2.328, 3.850, 2.379)
H (-0.589, 6.366, 2.008)
H (-2.938, 7.030, 2.536)
H (-3.566, 5.668, 1.501)
H (-1.780, 7.990, 0.481)
H (-2.417, 6.580, -0.494)
H (0.426, 6.462, -0.312)
H (4.138, 5.408, -2.868)
H (3.969, 5.471, -1.115)
H (5.319, 7.418, -2.654)
H (4.723, 7.699, -1.009)
H (3.913, 9.299, -2.664)
H (2.721, 8.487, -1.841)
H (3.636, 7.698, -4.503)
H (2.235, 8.740, -4.219)
H (2.153, 5.913, -4.238)
H (0.907, 6.932, -3.506)
N (3.009, 0.401, 0.385)
C (2.266, 0.994, 1.372)
N (2.627, 2.074, 2.032)
N (1.612, 2.287, 2.897)
N (0.703, 1.397, 2.772)
N (1.082, 0.538, 1.786)
C (2.461, -0.453, -0.528)
N (3.041, -0.761, -1.672)
N (2.186, -1.615, -2.264)
N (1.147, -1.800, -1.547)
N (1.277, -1.067, -0.402)
H (3.899, 0.810, 0.155)
O (0.463, -3.459, 0.361)
C (1.020, -4.245, 1.403)
C (1.146, -3.274, 2.588)
O (1.405, -3.603, 3.701)
O (0.981, -1.977, 2.241)
C (2.447, -4.691, 1.081)
C (3.153, -4.165, 0.009)
C (4.454, -4.587, -0.247)
C (5.055, -5.523, 0.576)
C (4.353, -6.042, 1.658)
C (3.057, -5.631, 1.910)
C (0.100, -5.429, 1.685)
C (-0.618, -5.583, 2.862)
C (-1.505, -6.644, 3.007)
C (-1.679, -7.555, 1.979)
C (-0.952, -7.413, 0.803)
C (-0.065, -6.360, 0.661)
H (0.675, -3.790, -0.519)
H (2.712, -3.424, -0.642)
H (4.990, -4.173, -1.091)
H (6.067, -5.850, 0.379)
H (4.819, -6.772, 2.306)
H (2.509, -6.034, 2.752)
H (-0.485, -4.893, 3.683)
H (-2.065, -6.746, 3.928)
H (-2.372, -8.378, 2.094)
H (-1.073, -8.127, -0.001)
H (0.514, -6.265, -0.252)
C (-3.392, -0.978, -0.378)
Si (-1.742, -1.559, -1.094)
C (-1.834, -3.375, -1.520)
C (-1.566, -0.582, -2.708)
C (-0.454, 0.077, -3.231)
C (-0.499, 0.729, -4.455)
C (-1.666, 0.734, -5.204)
C (-2.784, 0.076, -4.717)
C (-2.730, -0.568, -3.488)
H (-4.209, -1.295, -1.031)
H (-3.423, 0.113, -0.328)
H (-3.590, -1.383, 0.612)
H (-2.756, -3.541, -2.084)
H (-1.844, -4.013, -0.637)
H (-1.000, -3.657, -2.163)
H (0.482, 0.061, -2.692)
H (0.393, 1.215, -4.832)
H (-1.700, 1.233, -6.163)
H (-3.700, 0.055, -5.294)
H (-3.625, -1.074, -3.145)
Br (-6.316, -6.809, 3.668)
C (-5.010, -5.468, 3.399)
C (-4.435, -4.850, 4.500)
C (-3.466, -3.882, 4.297)
C (-3.072, -3.548, 3.006)
C (-3.666, -4.171, 1.914)
C (-4.642, -5.133, 2.105)
C (-1.975, -2.558, 2.838)
O (-1.482, -1.929, 3.740)
O (-1.546, -2.447, 1.566)
H (-4.741, -5.126, 5.499)
H (-2.992, -3.386, 5.133)
H (-3.349, -3.916, 0.913)
H (-5.102, -5.629, 1.263)


Question: Which value of E does entry 3 give?
Answer: -191966.4346 eV